No. 1
DFT (ωB97M-V/def2-TZVPD) results for 3 unconnected molecules or ions with the total composition C39H84BrN4O7S3 at a distorted geometry.

```
138
Properties=species:S:1:pos:R:3:mulliken_charge:R:1
Br 0.398 4.195 -0.398 0.03
S -2.857 0.567 3.920 -0.09
S -3.467 0.322 0.933 -0.08
S 3.202 1.707 -1.025 1.09
O -8.888 0.057 8.874 -0.43
O 1.535 -4.156 -4.225 -0.45
O 2.625 5.873 -4.983 -0.34
O 4.301 1.397 -2.114 -0.67
O -6.419 -2.601 6.153 -0.38
O 3.588 3.105 -0.444 -0.61
O 4.004 -6.815 -6.946 -0.34
N 2.957 -3.998 -7.031 -0.32
N -7.466 0.216 6.068 -0.36
N 1.254 3.839 -4.469 0.21
N -0.858 -0.505 2.233 0.21
C 0.437 5.803 4.838 -0.77
C -3.046 1.838 -0.086 -0.68
C -6.071 -0.186 6.269 -0.03
C -7.898 1.303 6.955 -0.67
C -1.032 -1.872 1.608 -0.73
C -7.909 1.017 8.469 -0.50
C 1.254 1.021 2.441 -0.18
C 0.825 3.135 -2.083 0.97
C -2.260 0.084 2.364 -0.17
C -1.982 2.830 -2.400 -0.89
C 1.188 3.248 4.083 -0.33
C 2.957 -7.360 -7.738 -0.72
C 1.863 3.952 -3.059 -0.93
C 2.514 -3.196 -4.629 0.70
C 1.949 -5.510 -4.354 -0.67
C 2.525 -2.911 -6.144 -1.09
C 1.553 1.675 -1.922 -0.42
C 0.339 -3.426 -0.027 -0.54
C -2.307 1.470 -1.538 0.12
C 3.013 -4.058 -0.363 -0.57
C -0.053 4.265 4.553 -0.42
C 4.667 -5.710 -7.572 -0.83
C 0.916 6.507 3.403 0.13
C 0.392 -2.737 1.496 -0.07
C 5.829 -3.141 -1.200 -0.94
C 4.591 -2.136 -1.579 0.11
C 1.469 -4.592 -0.252 -0.34
C 2.553 6.716 3.549 -0.99
C 0.457 1.855 3.606 -0.05
C 1.964 4.670 -5.516 -0.52
C -7.466 -3.146 5.361 -0.70
C -0.485 2.846 -3.067 -0.15
C 3.181 -2.474 -0.747 0.46
C 4.095 5.771 -5.104 -0.55
C 0.068 0.393 1.443 1.15
C -5.756 -1.496 5.527 -0.69
C -0.228 4.024 -4.226 -0.83
C -8.474 -1.296 8.745 -0.52
C 4.352 -4.400 -6.830 -0.05
H -0.544 1.329 1.048 -0.24
H 2.321 -2.024 -1.403 -0.42
H 3.572 -4.362 0.647 0.32
H -5.408 0.604 5.900 0.30
H -7.802 -4.073 5.833 0.24
H -2.209 3.742 -1.699 0.41
H 2.621 -8.287 -7.265 0.24
H -2.756 2.913 -3.303 0.35
H 1.936 0.149 2.887 0.18
H -9.004 -1.888 9.495 0.30
H -0.380 5.145 -3.909 0.33
H -7.117 -3.379 4.351 0.32
H 0.259 1.196 4.576 0.28
H 3.233 0.709 -0.010 0.16
H -8.316 -2.461 5.315 0.30
H 5.743 -5.904 -7.485 0.40
H 2.234 -2.262 -4.128 0.04
H 4.303 -2.232 -2.729 -0.22
H 2.107 -6.674 -7.783 0.30
H -2.396 2.631 0.492 0.14
H 1.875 3.130 5.039 0.25
H 4.871 -1.024 -1.322 0.23
H 4.535 4.740 -4.769 0.26
H 0.289 -2.616 -0.882 0.06
H 3.536 -4.729 -1.201 0.12
H 6.829 -2.619 -1.589 0.34
H -8.921 1.563 6.653 0.37
H 3.024 -5.637 -4.197 0.29
H 5.885 -3.462 -0.076 0.23
H 1.990 5.020 -2.598 0.32
H 0.379 7.548 3.226 0.37
H -0.584 2.184 3.122 -0.26
H 0.620 5.782 2.507 -0.27
H -0.412 6.495 5.282 0.28
H 1.444 -5.395 0.631 0.31
H -8.189 1.951 8.971 0.36
H 1.694 1.237 -3.012 0.39
H -0.867 3.889 -5.207 0.42
H 0.545 -0.127 0.494 -0.78
H -3.125 0.869 -2.155 0.42
H 1.216 -5.158 -1.259 -0.05
H 1.344 -2.078 1.665 -0.03
H 2.351 -4.796 -6.875 0.09
H 2.703 7.500 4.437 0.30
H 3.288 -1.869 0.276 0.13
H 1.787 3.803 3.245 0.03
H -6.920 0.757 8.859 0.35
H 1.501 -2.650 -6.446 0.40
H -0.718 -3.980 -0.058 0.40
H 1.294 2.869 -4.875 0.44
H -0.377 1.863 -3.718 0.17
H 1.656 -5.895 -5.333 0.24
H 1.877 1.797 1.802 -0.08
H -0.915 4.318 3.731 0.18
H -8.767 -1.681 7.766 0.16
H 4.457 5.950 -6.220 0.29
H -0.580 3.888 5.552 0.29
H -7.281 2.189 6.760 0.38
H -7.399 -1.423 8.902 0.27
H -4.680 -1.690 5.614 0.33
H 2.833 3.977 -5.952 0.39
H 1.347 5.857 5.583 0.35
H -1.813 -2.454 2.286 0.31
H 4.541 6.661 -4.456 0.24
H 1.419 -6.101 -3.604 0.33
H 4.565 -4.562 -5.772 0.07
H -4.079 2.377 -0.334 0.45
H 3.075 7.090 2.571 0.28
H 3.503 -3.457 -4.239 -0.13
H 4.433 -5.635 -8.640 0.41
H 3.142 -2.025 -6.339 0.42
H -1.505 -1.767 0.516 0.34
H 5.014 -3.609 -7.199 0.39
H 2.970 5.679 3.945 0.25
H 0.286 -3.598 2.299 0.43
H -1.390 0.764 -1.366 -0.22
H 5.706 -4.100 -1.901 0.22
H -8.072 -0.583 6.224 0.09
H -5.990 -1.421 4.458 0.39
H 2.945 3.541 -3.246 0.26
H -5.857 -0.348 7.327 0.13
H 3.306 -7.592 -8.748 0.34
H 1.291 4.992 -6.417 0.31
H 0.786 0.951 -1.386 -0.34
```

## Properties
LUMO energy = -3.38 eV
E_tot = -164621.04961 eV
total charge = +1
E_HOMO = -9.6 eV

---

No. 2
DFT (ωB97M-V/def2-TZVPD) results for 9 unconnected molecules or ions with the total composition C39H87N9O9 at a distorted geometry.

```
144
Properties=species:S:1:pos:R:3:mulliken_charge:R:1
O 13.129 20.121 -25.609 -0.42
O 4.311 21.890 -17.427 -0.64
O 2.467 22.850 -19.716 -0.58
O 13.448 15.877 -25.002 -0.60
O 10.330 20.602 -20.732 -0.62
O 10.892 25.536 -23.503 -0.61
O 18.520 20.796 -22.517 -0.59
O 6.383 20.313 -26.187 -0.61
O 13.078 17.965 -16.094 -0.57
N 12.264 17.268 -23.684 0.36
N 11.734 18.358 -17.895 0.19
N 14.924 19.618 -26.908 -0.03
N 3.015 22.455 -20.941 1.06
N 4.671 18.970 -26.823 0.17
N 17.181 20.406 -22.215 0.34
N 6.255 21.137 -18.389 0.32
N 8.714 26.085 -23.569 0.27
N 9.975 21.483 -22.782 0.39
C 14.462 20.861 -21.604 0.05
C 8.611 26.411 -22.174 -1.00
C 17.095 22.361 -20.574 -1.83
C 4.411 23.065 -22.907 -0.45
C 5.538 21.795 -17.432 0.08
C 16.891 20.835 -20.863 1.79
C 17.780 20.091 -19.879 -2.00
C 7.718 21.108 -18.342 -0.69
C 15.448 20.491 -20.497 -1.81
C 12.163 17.658 -16.821 0.02
C 14.799 18.201 -26.723 -0.70
C 3.773 23.516 -21.586 1.88
C 3.781 20.067 -27.208 -1.01
C 1.702 20.397 -20.830 -1.78
C 5.590 20.266 -19.336 -0.95
C 16.268 20.689 -23.339 2.09
C 14.870 20.209 -22.917 0.35
C 9.059 22.146 -23.671 -1.00
C 3.646 22.016 -23.731 -0.25
C 4.901 23.964 -20.656 -1.75
C 2.176 21.571 -21.711 0.99
C 16.071 20.084 -27.673 -0.99
C 10.606 17.828 -18.685 -0.87
C 13.333 16.505 -23.985 0.09
C 0.903 22.195 -22.324 -1.77
C 14.113 20.476 -26.236 -0.10
C 16.307 22.123 -23.843 -1.88
C 12.079 17.923 -22.416 -0.07
C 7.571 26.445 -24.374 -0.73
C 16.701 19.753 -24.481 -0.32
C 9.594 21.073 -21.567 0.50
C 2.884 24.758 -21.838 -1.99
C 12.516 19.413 -18.445 -0.57
C 11.288 21.140 -23.282 0.12
C 5.935 19.207 -26.406 0.08
C 9.877 25.691 -24.116 0.02
C 11.243 17.490 -24.667 -1.26
C 3.009 20.955 -22.834 -1.10
C 4.255 17.657 -27.281 -1.02
H 11.281 16.701 -25.429 0.34
H 3.497 25.671 -21.854 0.49
H 9.849 17.460 -18.004 0.42
H 11.006 17.003 -19.286 0.37
H 14.834 19.120 -22.918 0.26
H 13.539 19.482 -18.080 0.42
H 7.551 26.393 -21.871 0.26
H 5.691 24.459 -21.228 0.28
H 4.309 21.517 -24.443 0.14
H 3.085 22.533 -19.036 0.39
H 4.523 16.912 -26.518 0.36
H 5.973 19.257 -19.121 0.47
H 17.290 22.321 -24.275 0.40
H 8.836 27.457 -21.934 0.33
H 1.276 19.603 -21.441 0.43
H 5.859 20.531 -20.356 0.19
H 8.140 22.442 -23.170 0.28
H 12.702 19.197 -19.505 -0.06
H 8.013 21.259 -19.382 -0.09
H 16.613 18.698 -24.225 0.25
H 4.533 24.628 -19.876 0.47
H 12.998 18.000 -21.826 0.12
H 10.202 17.535 -24.360 0.46
H 15.153 21.008 -19.580 0.52
H 11.768 22.033 -23.698 0.48
H 15.292 19.422 -20.306 0.34
H 16.299 22.960 -21.020 0.40
H 15.550 22.387 -24.583 0.21
H 6.192 22.229 -16.659 0.35
H 12.030 20.380 -18.364 0.23
H 0.238 22.671 -21.609 0.32
H 3.793 20.338 -22.385 0.21
H 0.988 20.674 -20.058 0.36
H 2.134 24.958 -21.076 0.30
H 2.878 20.032 -26.604 0.27
H 1.189 22.947 -23.070 0.37
H 13.458 20.574 -21.269 -0.56
H 18.847 20.241 -20.086 0.41
H 11.816 18.963 -22.629 -0.43
H 2.870 22.523 -24.311 0.34
H 10.269 18.607 -19.362 0.12
H 16.007 19.652 -28.676 0.37
H 6.627 26.145 -23.918 0.09
H 15.931 21.146 -27.869 0.35
H 17.647 20.331 -18.827 0.37
H 14.005 17.858 -26.070 -0.10
H 8.799 21.493 -24.509 0.43
H 14.385 21.944 -21.754 0.35
H 5.457 22.784 -22.751 -0.40
H 11.317 17.537 -21.735 0.56
H 5.425 23.117 -20.195 0.10
H 18.772 20.132 -23.169 0.40
H 14.580 17.720 -27.683 0.41
H 18.043 22.682 -20.997 0.39
H 17.677 20.049 -24.869 0.90
H 2.448 24.715 -22.837 0.41
H 0.390 21.456 -22.945 0.43
H 9.549 23.021 -24.099 0.18
H 16.999 19.833 -27.166 0.30
H 8.156 21.934 -17.787 0.39
H 9.058 25.721 -21.466 0.34
H 16.188 22.840 -23.030 0.36
H 2.602 20.033 -20.323 0.34
H 4.507 23.928 -23.580 0.27
H 8.068 20.165 -17.912 0.38
H 6.464 18.245 -26.279 0.35
H 14.124 16.587 -23.227 0.38
H 4.782 17.341 -28.184 0.34
H 4.313 21.011 -27.154 0.32
H 11.470 18.344 -25.327 0.24
H 14.142 20.568 -23.654 -0.79
H 9.768 25.486 -25.190 0.39
H 7.596 26.032 -25.383 0.30
H 15.995 19.863 -25.315 -1.12
H 17.010 22.467 -19.496 0.48
H 3.179 17.556 -27.361 0.36
H 8.501 21.204 -21.468 -0.18
H 15.740 17.786 -26.356 0.31
H 11.590 16.721 -16.698 0.34
H 4.532 20.233 -19.130 0.23
H 11.919 20.728 -22.505 -1.38
H 3.560 19.941 -28.273 0.44
H 2.360 20.354 -23.475 0.49
H 17.661 19.007 -20.000 0.44
H 11.223 20.451 -24.128 0.56
H 7.494 27.535 -24.498 0.36
H 14.472 21.513 -26.307 0.32
```

## Properties
LUMO energy = 0.27 eV
E_tot = -73689.47399 eV
SMILES = CC1(C)CCCC(C)(C)N1O.CC1(C)CCCC(C)(C)N1O.CN(C)C=O.CN(C)C=O.CN(C)C=O.CN(C)C=O.CN(C)C=O.CN(C)C=O.CN(C)C=O
E_HOMO = -8.0 eV

---

No. 3
DFT (ωB97M-V/def2-TZVPD) results for 8 unconnected molecules or ions with the total composition C39H92F9N7O11S3 at a distorted geometry.

```
161
Properties=species:S:1:pos:R:3:mulliken_charge:R:1
S 16.111 18.276 -2.181 0.67
S 12.536 14.158 -7.103 0.93
S 13.922 16.101 -8.079 0.78
F 13.733 11.974 -6.232 -0.24
F 11.682 12.182 -5.566 -0.20
F 13.260 13.374 -4.606 -0.17
F 13.228 17.422 -5.889 -0.17
F 13.632 18.750 -1.349 -0.12
F 15.376 17.411 -6.353 -0.15
F 13.801 17.854 -3.309 -0.17
F 14.146 19.933 -3.087 -0.18
F 14.042 18.649 -7.531 -0.22
O 16.022 16.995 -1.502 -0.67
O 16.685 18.165 -3.520 -0.48
O 12.190 13.463 -8.305 -0.62
O 12.034 23.037 -1.470 -0.31
O 16.170 20.906 2.997 -0.51
O 16.705 19.356 -1.397 -0.12
O 21.268 20.277 -2.015 -0.54
O 17.382 12.703 -2.454 -0.54
O 15.111 16.202 -8.896 -0.61
O 11.519 14.983 -6.492 -0.62
O 12.702 16.380 -8.773 -0.62
N 17.168 14.600 -4.612 0.66
N 13.992 14.776 -7.129 -0.33
N 18.740 18.587 -9.519 0.19
N 11.992 23.108 -4.531 0.04
N 15.514 22.702 0.730 0.15
N 20.466 17.661 -1.166 0.02
N 12.545 15.391 2.355 0.58
C 18.048 19.087 -7.079 0.80
C 12.935 16.560 3.125 -1.20
C 11.096 23.795 -3.517 -0.54
C 11.315 14.706 2.909 -0.97
C 16.992 22.547 0.826 -0.87
C 13.989 14.059 0.843 -0.80
C 18.079 14.734 -3.410 0.62
C 15.777 15.000 -4.333 0.15
C 19.944 18.448 -0.008 -0.72
C 20.187 18.871 -9.428 -0.87
C 14.835 21.319 2.781 -0.66
C 17.464 14.082 -2.198 -0.73
C 14.832 22.630 2.042 -0.44
C 17.953 19.482 -8.536 -1.02
C 18.445 16.416 -10.647 -0.66
C 14.321 18.729 -2.501 -0.16
C 15.231 24.064 0.152 -0.88
C 19.882 16.280 -1.133 -0.74
C 13.587 15.403 0.223 0.46
C 17.382 20.142 -6.182 -1.32
C 18.236 18.767 -10.934 -0.54
C 10.062 15.565 2.959 -0.14
C 12.814 12.846 -5.773 0.59
C 20.096 18.218 -2.527 0.19
C 10.852 23.002 -2.257 -0.75
C 18.406 17.112 -9.263 0.36
C 14.904 21.701 -0.239 -1.00
C 11.594 21.726 -4.878 -0.95
C 12.268 15.693 0.873 -1.17
C 21.960 17.512 -1.087 -0.79
C 18.606 17.520 -11.696 -0.78
C 20.078 19.726 -2.549 -0.98
C 13.412 23.020 -4.058 -0.98
C 8.974 14.915 3.814 -1.37
C 11.977 24.011 -5.720 -0.83
C 17.251 13.293 -5.306 -0.75
C 13.692 14.361 2.314 -0.56
C 14.119 17.504 -6.882 0.70
C 17.689 15.672 -5.536 -1.03
H 10.162 23.913 -4.065 0.46
H 14.354 16.106 0.555 -0.37
H 17.043 15.656 -6.410 0.43
H 22.301 17.169 -2.059 0.37
H 13.437 22.351 -3.208 0.30
H 11.891 16.707 0.765 0.33
H 13.777 22.821 1.827 0.30
H 16.564 14.573 -1.812 0.08
H 10.957 24.228 -6.015 0.39
H 15.729 24.831 0.735 0.39
H 13.750 17.143 2.706 0.43
H 15.263 14.346 -3.638 0.74
H 14.306 21.477 3.730 0.50
H 18.581 19.709 -11.363 0.46
H 9.363 14.464 4.728 0.36
H 16.347 20.315 -6.480 0.31
H 20.756 17.774 -3.261 0.57
H 18.735 15.466 -5.741 0.58
H 18.251 12.863 -5.237 0.27
H 19.173 20.123 -2.083 0.18
H 12.465 24.953 -5.468 0.40
H 11.116 13.808 2.330 0.40
H 17.408 19.841 -5.138 -0.01
H 22.163 16.846 -0.257 0.42
H 11.592 14.478 3.939 0.48
H 15.639 24.050 -0.856 0.36
H 19.038 17.976 -2.658 -0.26
H 10.290 16.534 3.413 0.23
H 15.320 21.840 -1.226 0.55
H 17.484 18.173 -6.923 -0.68
H 10.472 22.006 -2.505 0.34
H 13.285 13.484 2.809 0.35
H 16.949 19.272 -8.912 0.43
H 20.508 18.724 -8.401 0.35
H 15.048 13.886 0.666 0.35
H 22.452 18.470 -0.937 0.34
H 17.155 18.877 -10.821 0.44
H 18.809 16.415 -1.059 0.14
H 19.088 18.914 -6.787 0.44
H 19.625 17.503 -12.089 0.30
H 18.055 15.795 -3.170 -0.67
H 10.574 21.742 -5.272 0.32
H 17.146 21.588 1.314 0.35
H 17.423 22.574 -0.166 0.38
H 13.160 16.229 4.138 0.40
H 17.343 23.307 1.516 0.39
H 11.524 24.768 -3.292 0.37
H 13.425 13.203 0.482 0.45
H 14.527 14.767 2.872 0.34
H 13.837 21.901 -0.242 0.03
H 21.106 21.222 -1.906 0.38
H 8.307 15.703 4.155 0.38
H 20.027 20.021 -3.604 0.57
H 17.447 16.956 -8.790 -0.37
H 17.481 15.917 -10.775 0.38
H 18.858 18.471 -0.068 0.15
H 14.152 24.169 0.102 0.43
H 15.092 20.786 0.313 0.39
H 15.170 23.464 2.653 0.50
H 12.089 17.240 3.223 0.35
H 9.714 15.813 1.954 0.34
H 12.589 23.561 -6.497 0.39
H 20.737 18.280 -10.153 0.39
H 11.641 21.056 -4.031 0.23
H 15.269 14.855 -5.293 -0.13
H 12.197 21.424 -5.731 0.54
H 14.072 22.717 -4.865 0.51
H 14.212 20.553 2.296 0.29
H 8.415 14.159 3.269 0.36
H 16.981 13.430 -6.349 0.34
H 17.914 21.094 -6.274 0.53
H 13.722 24.016 -3.743 0.37
H 17.962 17.406 -12.565 0.41
H 20.348 19.928 -9.636 0.33
H 20.335 15.793 -0.270 0.49
H 11.487 15.020 0.526 0.50
H 19.191 15.626 -10.656 0.40
H 15.711 16.056 -4.109 -0.54
H 16.999 12.235 -1.702 0.36
H 16.167 20.123 3.562 0.33
H 17.545 16.617 -5.019 -0.18
H 20.208 15.708 -1.996 0.48
H 13.576 15.387 -0.865 0.58
H 19.021 14.340 -3.778 0.63
H 18.124 14.299 -1.338 0.52
H 18.251 20.494 -8.806 0.39
H 16.612 12.556 -4.828 0.35
H 20.261 17.845 0.840 0.48
H 19.297 16.772 -8.731 0.13
H 10.015 23.457 -1.722 0.52
H 11.750 22.954 -0.551 0.25
H 20.392 19.431 -0.040 0.37
```

## Properties
LUMO energy = -7.86 eV
E_tot = -131814.46228 eV
total charge = +4
E_HOMO = -15.3 eV